Run w
DFT (ωB97M-V with the def2-TZVPD basis set) results for one molecule with the formula C2H8N4O.

Each line ends with the Löwdin charge.
Positions of all 15 atoms, in Å:
C1 1.25 0.37 0.73  -0.1534
N1 -0.21 -0.76 -0.67  -0.1567
N2 0.13 -2.09 -0.35  -0.0390
N3 -1.90 1.24 -0.73  0.0773
C2 -1.25 0.94 0.45  -0.2735
O1 2.33 -0.20 0.15  -0.0210
N4 -0.42 -0.08 0.51  -0.1367
H1 2.33 0.02 -0.79  0.1083
H2 0.92 -2.22 0.29  0.0568
H3 0.37 -2.57 -1.21  0.0603
H4 -2.79 1.71 -0.62  0.0797
H5 -1.92 0.43 -1.35  0.0643
H6 1.18 1.44 0.52  0.1123
H7 1.29 0.12 1.79  0.1104
H8 -1.29 1.64 1.27  0.1110

The LUMO energy (alpha / beta) comes out at 0.03213 / 0.02230 hartree.

Run x
DFT (ωB97M-V with the def2-TZVPD basis set) results for a 2-piece molecular cluster, C2H8N4O overall.

Each line ends with the Löwdin charge.
Positions of all 15 atoms, in Å:
C1 1.12 -0.63 1.17  -0.1506
C2 1.06 -0.37 -1.27  -0.1437
N1 -2.43 -0.24 -0.13  -0.1121
N2 -1.47 1.72 0.02  0.0738
N3 0.88 0.19 0.06  -0.1014
N4 -1.40 0.39 -0.15  -0.0765
O1 -2.56 -1.42 -0.01  0.0060
H1 0.46 -1.36 1.52  0.0698
H2 2.06 -0.93 1.02  0.0355
H3 1.19 0.17 1.93  0.0894
H4 2.03 -0.09 -1.57  0.0646
H5 0.97 -1.43 -1.35  0.0670
H6 0.34 0.08 -1.94  0.0632
H7 -1.67 1.89 0.94  0.0630
H8 -0.58 2.03 -0.25  0.0521

The LUMO energy (alpha / beta) comes out at -0.03863 / 0.01517 hartree.

Most stable of them? run w.

Run w
DFT (ωB97M-V with the def2-TZVPD basis set) results for a 3-piece molecular cluster, C2H8N4O overall.

Each line ends with the Löwdin charge.
Positions of all 15 atoms, in Å:
C1 -1.79 -1.76 1.09  -0.2522
N1 1.86 1.40 -0.17  -0.0594
C2 0.54 -0.30 -0.23  -0.4035
N2 1.17 2.54 -0.33  -0.0378
N3 0.22 -0.34 -1.52  0.1264
O1 -0.79 -1.87 0.15  -0.2607
N4 0.74 -0.01 0.92  0.2055
H1 2.42 1.46 0.68  0.0696
H2 0.50 2.83 0.36  0.1005
H3 0.85 2.70 -1.28  0.0867
H4 1.01 -0.27 -2.15  0.1052
H5 -0.41 -1.15 -1.61  0.1052
H6 -2.59 -2.51 0.89  0.0784
H7 -2.29 -0.77 1.09  0.0692
H8 -1.43 -1.96 2.12  0.0669

The LUMO energy (alpha / beta) comes out at -0.03617 / 0.01655 hartree.

Run x
DFT (ωB97M-V with the def2-TZVPD basis set) results for one molecule with the formula C2H8N4O.

Each line ends with the Löwdin charge.
Positions of all 15 atoms, in Å:
C1 -1.22 -0.09 -0.56  -0.5495
C2 0.85 0.07 0.66  -0.5443
N1 -1.62 -1.18 -1.40  0.0144
N2 0.52 1.24 1.28  0.1566
N3 2.01 -0.52 1.09  0.1231
O1 -1.21 1.15 -1.27  -0.0393
N4 0.14 -0.52 -0.24  0.0497
H1 -0.88 0.94 -2.15  0.0881
H2 -1.87 0.06 0.32  0.1437
H3 -0.54 -1.52 -1.53  0.1336
H4 -2.20 -1.84 -0.89  0.0562
H5 2.28 -1.34 0.56  0.0954
H6 -0.17 1.81 0.81  0.0910
H7 1.15 1.65 1.95  0.0942
H8 2.76 0.08 1.38  0.0870

The LUMO energy comes out at 0.02945 hartree. The SMILES is NC(N)=N[C@H](N)O.

Run y
DFT (ωB97M-V with the def2-TZVPD basis set) results for a 3-piece molecular cluster, C2H8N4O overall.

Each line ends with the Löwdin charge.
Positions of all 15 atoms, in Å:
C1 -0.22 1.54 0.68  -0.0944
N1 -0.07 0.30 -0.07  -0.0158
C2 -0.54 -0.83 0.26  -0.3956
N2 2.58 -0.44 -0.82  -0.0220
N3 -2.46 -0.07 -0.06  0.0557
O1 1.86 -0.28 0.27  -0.1671
N4 -0.56 -2.04 0.43  0.1487
H1 2.38 -1.27 -1.36  0.0977
H2 2.72 0.41 -1.37  0.0995
H3 -2.48 0.58 -0.84  -0.0023
H4 -2.79 -0.96 -0.44  -0.0037
H5 0.31 -2.49 0.71  0.0686
H6 -0.91 1.44 1.52  0.0780
H7 0.77 1.81 1.05  0.0773
H8 -0.59 2.31 0.01  0.0753

The LUMO energy (alpha / beta) comes out at -0.01098 / 0.00829 hartree.

Most stable of them? run x.

Run w
DFT (ωB97M-V with the def2-TZVPD basis set) results for C24H30Cl4N4O2SSeSi2V as an isolated structure.

Each line ends with the Mulliken spin population.
Positions of all 69 atoms, in Å:
V1 -0.49 -0.23 0.54  2.1823
Cl1 -3.44 5.37 -1.98  -0.0001
C1 -2.73 4.21 -0.96  -0.0019
C2 -2.71 4.45 0.43  0.0026
Cl2 -3.30 5.96 1.05  0.0001
C3 -2.18 3.51 1.35  -0.0084
Cl3 -2.31 3.83 3.05  0.0003
C4 -1.58 2.38 0.84  0.0133
O1 -0.95 1.41 1.48  -0.0388
C5 -1.65 2.14 -0.55  0.0273
O2 -1.17 0.96 -0.93  -0.0235
C6 -2.16 3.01 -1.48  -0.0052
Cl4 -2.08 2.62 -3.15  0.0008
C7 2.19 1.99 3.21  0.0048
Si1 2.39 0.90 1.67  0.0021
C8 2.09 1.93 0.12  0.0383
C9 4.18 0.43 1.55  -0.0007
N1 1.31 -0.42 1.62  -0.0343
C10 1.43 -1.69 2.18  0.0093
C11 2.59 -2.37 2.57  0.0011
C12 2.40 -3.56 3.27  0.0003
C13 1.17 -4.13 3.58  0.0052
C14 0.03 -3.51 3.02  -0.0011
C15 0.16 -2.33 2.34  0.0163
N2 -0.96 -1.70 1.77  -0.0587
Si2 -2.54 -1.93 2.32  0.0034
C16 -3.23 -3.63 2.06  -0.0032
C17 -3.73 -0.71 1.46  0.0195
C18 -2.59 -1.61 4.20  0.0031
H1 2.71 2.94 3.31  -0.0003
H2 2.34 1.35 4.10  0.0005
H3 1.10 2.15 3.21  -0.0002
H4 3.01 2.56 -0.10  0.0020
H5 1.22 2.62 0.19  -0.0041
H6 1.90 1.26 -0.76  -0.0037
H7 4.90 1.27 1.44  -0.0005
H8 4.29 -0.24 0.70  0.0013
H9 4.54 -0.13 2.47  -0.0004
H10 3.56 -2.00 2.36  0.0014
H11 3.31 -4.15 3.54  0.0006
H12 1.05 -5.06 4.08  0.0004
H13 -0.92 -4.02 3.05  0.0020
H14 -2.80 -4.03 1.15  0.0058
H15 -4.34 -3.63 2.08  -0.0022
H16 -2.89 -4.23 2.91  0.0005
H17 -3.91 -0.91 0.41  0.0009
H18 -3.51 0.35 1.55  0.0032
H19 -4.71 -0.82 1.94  -0.0006
H20 -2.31 -2.50 4.76  -0.0003
H21 -3.53 -1.16 4.58  0.0000
H22 -1.83 -0.85 4.41  -0.0007
C19 1.52 2.84 -4.49  0.0002
N3 1.34 1.48 -5.02  0.0006
C20 0.77 0.41 -4.32  -0.0114
C21 0.77 -0.63 -5.17  0.0009
N4 1.32 -0.17 -6.35  -0.0005
C22 1.50 -1.00 -7.55  -0.0004
C23 1.74 1.12 -6.28  -0.0001
Se1 0.77 -1.83 -1.33  0.1011
H23 0.59 3.38 -4.31  0.0000
H24 2.20 3.37 -5.16  0.0000
H25 1.95 2.72 -3.48  -0.0001
H26 0.49 0.44 -3.28  0.0035
H27 0.40 -1.63 -5.04  0.0055
H28 0.53 -1.38 -7.86  0.0000
H29 2.17 -1.81 -7.34  0.0001
H30 1.92 -0.33 -8.30  0.0000
S1 -2.36 -2.90 -1.45  0.2656
C24 -0.94 -2.15 -1.29  0.4751

The LUMO energy (alpha / beta) comes out at 0.15413 / 0.15390 hartree. The expectation value of S² is 3.771. As for the net charge: -2. The spin multiplicity is 4.

Run x
DFT (ωB97M-V with the def2-TZVPD basis set) results for C24H30Cl4N4O2SSeSi2V as an isolated structure.

Each line ends with the Mulliken spin population.
Positions of all 69 atoms, in Å:
V1 7.97 -3.10 17.49  2.1122
Cl1 8.67 -0.16 23.64  0.0003
C1 8.83 -0.46 21.91  0.0042
C2 9.49 0.46 21.11  -0.0034
Cl2 10.06 1.94 21.71  -0.0002
C3 9.53 0.14 19.76  0.0077
Cl3 10.35 1.38 18.70  0.0000
C4 8.99 -0.97 19.16  0.0361
O1 8.99 -1.27 17.89  -0.0224
C5 8.38 -1.96 20.00  -0.0158
O2 8.01 -3.12 19.48  0.0040
C6 8.27 -1.65 21.37  -0.0120
Cl4 7.51 -2.81 22.35  0.0000
C7 6.29 -6.71 19.40  0.0017
Si1 6.02 -5.73 17.90  -0.0273
C8 5.31 -6.74 16.50  0.0237
C9 4.94 -4.28 18.47  0.0377
N1 7.54 -5.03 17.33  -0.0355
C10 8.67 -5.77 16.90  0.0080
C11 8.76 -7.14 16.81  -0.0059
C12 9.89 -7.78 16.39  -0.0008
C13 11.00 -7.03 16.05  0.0111
C14 10.93 -5.68 16.04  -0.0104
C15 9.76 -4.97 16.43  -0.0127
N2 9.58 -3.59 16.40  -0.0473
Si2 10.73 -2.45 15.88  0.0019
C16 12.12 -2.18 17.15  0.0006
C17 11.76 -3.08 14.44  -0.0007
C18 10.06 -0.79 15.22  0.0095
H1 5.36 -6.90 19.92  0.0005
H2 6.95 -6.03 20.04  -0.0007
H3 6.82 -7.65 19.23  0.0002
H4 5.95 -7.58 16.42  0.0016
H5 5.39 -6.14 15.59  -0.0039
H6 4.26 -6.98 16.69  0.0017
H7 5.59 -3.46 18.93  -0.0082
H8 4.24 -4.61 19.22  0.0005
H9 4.42 -3.90 17.56  -0.0026
H10 7.85 -7.72 17.03  0.0045
H11 9.83 -8.84 16.32  -0.0010
H12 11.97 -7.53 15.82  0.0002
H13 11.77 -5.05 15.88  0.0012
H14 12.63 -1.22 16.84  -0.0003
H15 12.74 -3.05 17.30  0.0005
H16 11.62 -2.03 18.07  0.0009
H17 11.22 -3.63 13.66  0.0003
H18 12.64 -3.76 14.65  0.0002
H19 12.11 -2.17 13.99  0.0001
H20 9.43 -0.24 15.99  0.0016
H21 9.39 -1.07 14.36  -0.0037
H22 10.91 -0.21 14.90  0.0009
C19 6.11 -4.77 10.00  0.0010
N3 6.89 -4.97 11.22  -0.0006
C20 7.37 -3.99 12.17  -0.0151
C21 7.79 -4.81 13.18  -0.0192
N4 7.62 -6.11 12.83  -0.0001
C22 8.10 -7.17 13.66  -0.0066
C23 7.07 -6.25 11.58  0.0004
Se1 6.52 -1.79 15.89  0.0150
H23 6.13 -5.75 9.51  -0.0001
H24 6.50 -3.97 9.42  -0.0001
H25 5.03 -4.56 10.18  -0.0003
H26 7.32 -2.87 11.98  -0.0006
H27 8.27 -4.60 14.10  0.0478
H28 7.81 -8.11 13.29  0.0000
H29 7.74 -6.92 14.68  0.0051
H30 9.18 -7.08 13.65  0.0003
S1 4.20 -2.94 14.09  0.2928
C24 5.47 -2.99 15.08  0.6214

The LUMO energy (alpha / beta) comes out at 0.15331 / 0.15311 hartree. The expectation value of S² is 3.777. As for the net charge: -2. The spin multiplicity is 4.

Most stable of them? run w.